# C3H11N2

A 2-piece molecular cluster, C3H11N2 overall (the ωB97M-V functional and the def2-TZVPD basis, OMol25).

As for the HOMO-LUMO gap: 0.371 hartree. For the relative energy (zero: lowest compared OMol25 entry of this formula, charge and spin), the calculation gives 37.9 kcal per mole. For the energy, the calculation gives -230.12193 Ha. The calculation puts the LUMO energy at -4.0 eV. The HOMO energy comes out at -14.04 eV.

ORCA input file:
```
! RIJCOSX wB97M-V def2-TZVPD def2/J DEFGRID3
* xyz 1 1
C -0.71239 -1.52157 -0.44237
N -0.06762 -2.27763 0.40744
H -1.64166 -1.09565 -0.09874
H -0.30218 -1.55836 -1.42767
H 0.79349 -2.70649 0.08259
H -0.40864 -2.56193 1.30838
C -0.50563 1.84462 -0.68250
N 0.21270 0.56282 -0.44307
C 0.83747 0.58686 0.88236
H -1.56129 1.73134 -0.91238
H -0.54921 2.43259 0.23676
H 0.06613 2.38380 -1.42993
H 0.88446 0.42929 -1.19870
H 0.04472 0.49975 1.62061
H 1.40380 1.50089 1.04798
H 1.50585 -0.25034 1.04924
*
```



# C20H53BFN13O31PS

A 13-piece molecular cluster, C20H53BFN13O31PS overall (the ωB97M-V functional and the def2-TZVPD basis, OMol25).

As for the HOMO-LUMO gap: 0.295 hartree. For the energy, the calculation gives -4701.06761 Ha. The calculation puts the LUMO energy at -3.6 eV. The HOMO energy comes out at -11.57 eV.

ORCA input file:
```
! RIJCOSX wB97M-V def2-TZVPD def2/J DEFGRID3
* xyz 1 1
C 3.88876 2.06142 4.41022
C 4.13847 0.79548 4.15991
C 3.31174 -0.33916 3.60439
C 2.18724 -0.13227 2.56897
C 0.94843 -1.11703 2.73400
N -0.22702 -0.33123 3.22167
P -1.73340 -1.15758 2.73780
O -1.65403 -1.75051 1.44409
O -1.92317 -2.34639 3.82591
O -3.02025 -0.24711 2.84440
C -0.04047 1.15574 3.10090
B -0.94344 2.03013 2.09599
O -1.29557 1.32336 0.96038
O -1.46023 3.26324 2.13893
C -1.42410 4.10833 3.28564
S 0.33018 1.63371 4.80933
O 1.20590 0.71589 5.44846
O 0.81461 2.94682 4.90714
F -1.10600 1.49439 5.48767
C 1.34797 1.19626 2.36258
H 3.22400 2.74978 3.90136
H 4.49962 2.54032 5.16854
H 5.12472 0.47118 4.48202
H 2.91540 -0.90357 4.45462
H 4.01484 -1.03543 3.13767
H 2.66754 -0.38275 1.61083
H 0.86064 -1.52833 1.73275
H 1.31208 -1.91289 3.38535
H -0.19534 -0.59792 4.21997
H -1.93827 -1.93240 4.70871
H -3.69294 -0.57384 3.46108
H -0.81917 1.64706 0.18144
H -0.51362 4.70322 3.26292
H -2.24183 4.82524 3.20137
H -1.54542 3.63505 4.25657
H 1.85859 2.14920 2.31411
H 1.06620 1.06487 1.28690
C -4.01134 -3.86111 0.47913
N -5.40031 -4.36596 0.30552
O -6.25808 -3.56364 -0.00451
O -5.57716 -5.55179 0.48912
H -3.99965 -2.79492 0.28637
H -3.71118 -4.07175 1.50086
H -3.37981 -4.38827 -0.23013
C 3.11921 1.14137 -2.32925
N 2.03495 0.76284 -1.37864
O 0.89520 0.73386 -1.77878
O 2.36571 0.50049 -0.22670
H 2.67896 1.34217 -3.29774
H 3.60243 2.02718 -1.93047
H 3.80679 0.30855 -2.38488
C 1.47480 -2.77141 7.41767
N 2.76457 -2.96160 6.70020
O 2.80856 -2.66969 5.51318
O 3.68520 -3.39331 7.34514
H 0.74466 -2.38035 6.71869
H 1.16771 -3.74065 7.79945
H 1.65209 -2.06987 8.22751
C 2.51013 6.37219 3.20235
N 3.08989 5.30374 2.34337
O 2.59301 4.18863 2.40104
O 4.02288 5.61115 1.64292
H 1.69085 5.95146 3.77251
H 3.29952 6.72507 3.86005
H 2.16356 7.16570 2.54640
C -0.68684 0.10808 -5.42720
N 0.77080 0.14813 -5.72244
O 1.11309 0.08205 -6.88314
O 1.52363 0.24492 -4.77148
H -1.22737 0.02078 -6.36089
H -0.86480 -0.75575 -4.79196
H -0.94313 1.02940 -4.91664
C -9.15694 -3.45845 1.20843
N -10.64302 -3.36850 1.22965
O -11.13889 -2.25968 1.22667
O -11.25343 -4.41557 1.24877
H -8.74871 -2.45492 1.19253
H -8.85049 -3.98909 2.10525
H -8.87221 -4.00500 0.31562
C 7.22014 5.94337 1.35679
N 7.58526 7.07251 2.25461
O 7.68482 6.83614 3.44233
O 7.75556 8.15296 1.73274
H 7.09903 5.04901 1.95691
H 6.29084 6.20786 0.86423
H 8.02456 5.82124 0.63736
C 7.46630 0.80646 -3.74387
N 5.98176 0.77807 -3.63666
O 5.40226 1.84672 -3.57624
O 5.45777 -0.31476 -3.62029
H 7.79258 1.83973 -3.74877
H 7.86596 0.27547 -2.88485
H 7.73530 0.30883 -4.67082
C 0.79616 -2.98294 -9.07689
N -0.66524 -2.97626 -9.35527
O -1.03105 -3.26302 -10.47195
O -1.39531 -2.67744 -8.42692
H 1.32401 -3.26264 -9.98098
H 1.06871 -1.97900 -8.76138
H 0.97410 -3.70471 -8.28520
C -3.38197 4.44963 -5.94985
N -2.58136 3.25734 -5.55891
O -2.38703 2.40641 -6.40130
O -2.17352 3.21680 -4.41398
H -3.67248 4.34469 -6.98842
H -4.25374 4.48336 -5.30323
H -2.75482 5.32462 -5.80726
C -4.56657 -2.80839 -7.42486
N -6.04997 -2.71393 -7.33861
O -6.54307 -1.60372 -7.32363
O -6.66300 -3.75891 -7.28833
H -4.15546 -1.80689 -7.46282
H -4.22193 -3.33643 -6.54077
H -4.32350 -3.35919 -8.32801
C -2.57410 -6.37930 3.04120
N -1.10538 -6.35545 2.79875
O -0.72396 -6.42350 1.65056
O -0.39120 -6.26417 3.77787
H -3.08254 -6.46025 2.08640
H -2.79230 -7.23796 3.66899
H -2.83312 -5.45108 3.54320
*
```



# B5F20Mn

B5F20Mn as an isolated structure (the ωB97M-V functional and the def2-TZVPD basis, OMol25).

As for the HOMO-LUMO gap (spin up / spin down): 0.339 / 0.117 hartree. Its expectation value of S² is 12.006. For the energy, the calculation gives -3273.72601 Ha. The calculation puts the LUMO energy (spin up / spin down) at 5.1 / -2.7 eV. The HOMO energy (spin up / spin down) comes out at -4.15 / -5.88 eV.

ORCA input file:
```
! RIJCOSX wB97M-V def2-TZVPD def2/J DEFGRID3
* xyz -2 7
Mn -2.96580 0.60078 18.30525
B -2.85428 -1.32435 15.35509
F -2.90249 -2.66862 15.63284
F -4.11193 -1.04281 14.74839
F -2.73656 -0.60323 16.53850
F -1.89760 -0.99343 14.41148
B -5.04093 -1.64648 18.23870
F -6.10219 -1.90008 19.06917
F -4.87190 -0.26031 18.19165
F -3.84898 -2.17219 18.51017
F -5.47904 -2.09666 17.02765
B -1.53534 -0.62252 19.90854
F -2.88385 -0.32107 20.00200
F -1.25264 -0.39750 18.61388
F -0.88300 0.21660 20.76045
F -1.39102 -1.96103 20.24773
B -4.11445 2.69793 20.25171
F -3.84846 3.98477 20.62411
F -4.27160 1.85781 21.37981
F -5.22462 2.61233 19.55716
F -3.13249 2.23942 19.42307
B -2.31772 2.57413 16.60234
F -3.45526 1.92857 16.73790
F -1.89641 2.28046 15.35079
F -2.52418 3.90986 16.76133
F -1.43251 2.05853 17.55309
*
```



# C6H8

One molecule with the formula C6H8 (the ωB97M-V functional and the def2-TZVPD basis, OMol25).

As for the HOMO-LUMO gap (spin up / spin down): 0.288 / 0.300 hartree. For the relative energy (zero: lowest compared OMol25 entry of this formula, charge and spin), the calculation gives 87.9 kcal per mole. For the energy, the calculation gives -233.24691 Ha. The calculation puts the LUMO energy (spin up / spin down) at 0.3 / -0.1 eV. The HOMO energy (spin up / spin down) comes out at -7.58 / -8.26 eV.

ORCA input file:
```
! RIJCOSX wB97M-V def2-TZVPD def2/J DEFGRID3
* xyz 0 1
C -0.09445 -1.30928 0.33618
C -1.30405 -0.80434 -0.19053
C 1.24918 -0.67443 -0.07363
C -0.24335 1.22305 0.40159
C -1.46384 0.55542 -0.27166
C 1.09950 0.77923 -0.28208
H -0.24414 -2.16872 1.00430
H -2.17689 -1.40132 -0.41814
H 2.04389 -0.95387 0.47014
H 1.45282 -1.19379 -1.04637
H -0.19810 2.36889 0.45002
H -0.36437 0.83698 1.49500
H -2.28716 1.16259 -0.84107
H 1.14793 1.20689 -1.28859
*
```



# C20H28B2NO40S6

A 9-piece molecular cluster, C20H28B2NO40S6 overall (the ωB97M-V functional and the def2-TZVPD basis, OMol25).

As for the HOMO-LUMO gap: 0.241 hartree. For the relative energy (zero: lowest compared OMol25 entry of this formula, charge and spin), the calculation gives 241.9 kcal per mole. For the energy, the calculation gives -6282.18852 Ha. The calculation puts the LUMO energy at -1.0 eV. The HOMO energy comes out at -7.54 eV.

ORCA input file:
```
! RIJCOSX wB97M-V def2-TZVPD def2/J DEFGRID3
* xyz -1 1
N 5.84402 -3.90468 3.78702
H 6.56112 -3.61480 4.43651
H 5.58989 -3.15045 3.16521
H 4.99062 -3.99264 4.32002
H 6.09610 -4.82476 3.45535
O -2.94850 -11.10119 1.24925
C -2.48337 -10.34456 2.11851
O -1.27573 -9.89310 2.09935
B -1.05781 -9.08516 3.28599
O -2.29900 -9.14345 4.09656
C -3.22359 -9.84427 3.39701
O -4.31385 -10.18147 3.88482
O 0.01458 -9.59598 4.11017
C 1.00919 -8.76451 4.06776
O 2.13977 -9.01182 4.53481
C 0.57109 -7.41497 3.46160
O -0.61258 -7.69618 2.82972
O 1.22866 -6.34725 3.33729
O -0.42732 3.56397 -2.35897
C -0.11504 2.47177 -1.94538
O 0.36570 2.18066 -0.74130
B 0.79729 0.74351 -0.76224
O 0.29982 0.23078 -2.03844
C -0.29769 1.17286 -2.75174
O -0.65476 1.03757 -3.89319
O 0.34901 -0.02595 0.42063
C 1.43410 -0.22903 1.22260
O 1.37554 -0.58813 2.38884
C 2.66028 0.05782 0.35891
O 2.23407 0.57101 -0.76276
O 3.80258 -0.04064 0.70710
C 1.35839 6.03107 2.54220
C 2.41091 6.67061 3.41901
O 2.22164 8.02879 3.24856
S 0.60137 8.49491 3.14937
O 0.53294 9.55683 2.23474
O -0.05861 8.69813 4.45065
O 0.24482 7.01057 2.45143
H 0.87525 5.09411 2.81930
H 1.83550 6.01587 1.56228
H 3.43106 6.28702 3.40311
H 1.99614 6.40487 4.39135
C -4.04439 10.05183 -3.63559
C -5.17464 10.43412 -4.70987
O -5.22443 9.27253 -5.47855
S -5.27604 7.89826 -4.46018
O -4.35478 6.85323 -4.91009
O -6.65037 7.46228 -4.10538
O -4.57672 8.77976 -3.31614
H -4.01883 10.63931 -2.71782
H -3.08118 9.61076 -3.89211
H -5.05218 11.37100 -5.25332
H -6.06685 10.61359 -4.10997
C 1.49075 -4.73702 -3.21049
C 1.67852 -4.69245 -1.72456
O 2.99163 -4.67297 -1.37479
S 3.98329 -4.57789 -2.74966
O 5.12357 -5.51050 -2.87509
O 4.36701 -3.15606 -3.00028
O 2.69741 -5.19715 -3.62729
H 1.23032 -3.84570 -3.78130
H 0.85285 -5.55302 -3.55008
H 1.37319 -5.69412 -1.42200
H 1.04524 -4.00130 -1.16834
C -3.44491 -2.41154 3.78117
C -3.85260 -2.70372 2.39822
O -4.58249 -3.85916 2.50213
S -5.51121 -3.91454 3.87620
O -5.32899 -5.23341 4.53857
O -6.93331 -3.43015 3.72256
O -4.54495 -2.72836 4.62034
H -3.30459 -1.33458 3.87365
H -2.54695 -2.90535 4.15253
H -3.12491 -2.84748 1.59953
H -4.48529 -1.95311 1.92452
C 6.70462 3.05009 4.57531
C 7.22167 3.11798 6.02436
O 6.22128 2.59488 6.90366
S 4.99574 1.88490 6.07092
O 3.71861 2.19081 6.66392
O 5.33213 0.46890 5.84334
O 5.34076 2.84678 4.68958
H 7.13772 2.22106 4.01564
H 7.00840 3.90479 3.97090
H 7.55396 4.10729 6.33890
H 8.13043 2.52445 5.92449
C -2.50576 -0.69007 -9.50119
C -3.98815 -0.28911 -8.91715
O -4.74936 0.30483 -9.88315
S -3.82696 1.22292 -10.91855
O -3.71866 2.59787 -10.46310
O -4.22394 0.89428 -12.29511
O -2.45618 0.29730 -10.52988
H -2.40555 -1.53286 -10.18513
H -1.66990 -0.50222 -8.82728
H -4.01960 0.36223 -8.04372
H -4.55845 -1.13194 -8.52664
*
```



# C3H10N4

An isolated ion of composition C3H10N4 and charge +2 (the ωB97M-V functional and the def2-TZVPD basis, OMol25).

As for the HOMO-LUMO gap (spin up / spin down): 0.206 / 0.158 hartree. Its expectation value of S² is 2.014. For the relative energy (zero: lowest compared OMol25 entry of this formula, charge and spin), the calculation gives 73.4 kcal per mole. For the energy, the calculation gives -338.44597 Ha. The calculation puts the LUMO energy (spin up / spin down) at -8.6 / -14.3 eV. The HOMO energy (spin up / spin down) comes out at -14.22 / -18.56 eV.

ORCA input file:
```
! RIJCOSX wB97M-V def2-TZVPD def2/J DEFGRID3
* xyz 2 3
C 1.14148 -1.02977 -0.50551
C -0.05238 0.22830 -0.22163
C -1.69584 1.26743 1.18494
N 2.43229 -0.83503 -0.34570
N -0.71452 0.19272 0.87064
N 0.54170 -2.14226 -0.78345
N -0.14606 1.10823 -1.18188
H -1.18129 2.19129 1.35974
H -2.31485 1.30864 0.33312
H -2.03305 1.09618 2.25838
H 2.76736 0.04938 -0.51496
H 3.22867 -1.47917 -0.44758
H -0.41487 -0.58741 1.43019
H -0.47435 -2.23513 -0.76527
H 1.07293 -2.76169 -1.30873
H 0.42024 1.21559 -2.03950
H -0.88928 1.82663 -1.28384
*
```



Q: The highest energy belongs to which entry?
A: C3H11N2